Record 1
DFT (ωB97M-V with the def2-TZVPD basis set) results for a cluster of 2 separate species, C27H26N2O2 in total.

As for the LUMO energy: -2.2 eV. The value obtained for the orbital gap is 3.9122 eV. As for the HOMO energy: -6.1 eV. The charge is 0. As for the spin multiplicity: 1. As for the relative energy (zero: lowest compared OMol25 entry of this formula, charge and spin): 1.8 kcal per mole. As for the total energy: -35493.836 eV.

The geometry in XYZ format:
```
57
Properties=species:S:1:pos:R:3:forces:R:3
C 1.9241 -1.7679 2.4779 -0.152 -0.776 0.023
C 1.5875 -0.3470 2.3598 0.591 1.198 -0.695
N 2.5648 0.5821 2.4115 -0.608 -1.199 0.203
C 3.9807 0.2716 2.4397 0.213 0.038 0.081
C 2.0328 1.8639 2.3307 -0.630 0.338 -0.447
C 0.6308 1.7469 2.1779 0.677 0.305 0.098
C -0.0863 2.9141 1.9276 -0.013 0.430 0.144
C 0.5860 4.1516 1.9505 0.020 -0.463 -0.132
C 1.9839 4.2280 2.0803 -0.156 -0.630 0.233
C 2.7323 3.0572 2.2646 -0.304 0.404 -0.014
C 0.3277 0.3043 2.1816 -0.110 0.233 0.159
C -0.8872 -0.3281 1.9445 0.266 -0.143 0.480
C -2.1744 0.2544 2.2027 -1.015 0.063 -0.071
C -2.4070 1.1551 3.2723 0.159 0.365 -0.215
C -3.6172 1.8258 3.3923 0.178 -0.095 0.156
C -4.6434 1.6088 2.4574 0.418 -0.499 -0.370
C -4.4654 0.6465 1.4530 -0.523 0.409 0.337
C -3.2822 -0.0715 1.3762 0.867 -0.142 -0.006
H 0.9918 -2.3346 2.5574 0.355 -0.125 -0.016
H 2.4994 -2.1316 1.6090 -0.259 0.182 0.213
H 2.5412 -1.9542 3.3717 -0.283 0.033 -0.234
H 4.5220 1.2164 2.3767 0.055 -0.348 0.030
H 4.2568 -0.2477 3.3634 -0.061 0.142 -0.115
H 4.2511 -0.3596 1.5854 -0.075 0.180 0.149
H -1.1537 2.8547 1.7135 0.288 0.191 0.176
H 0.0128 5.0749 1.8594 0.140 -0.314 -0.174
H 2.4869 5.1898 2.0306 -0.118 -0.165 0.068
H 3.8162 3.0598 2.3582 -0.267 0.257 -0.081
H -0.8452 -1.3538 1.5578 -0.160 0.330 0.072
H -1.6122 1.3093 3.9999 -0.136 0.141 -0.134
H -3.7638 2.5353 4.2118 0.055 -0.314 -0.266
H -5.5764 2.1733 2.5160 0.320 -0.179 -0.001
H -5.2516 0.4843 0.7102 0.394 -0.062 0.298
H -3.1348 -0.8258 0.6138 -0.170 0.175 -0.098
C 0.8193 -4.9629 -3.5432 0.017 0.154 0.022
C 0.4568 -4.2510 -2.3926 0.096 0.312 -0.427
C 0.4281 -2.8537 -2.4276 0.170 -0.424 0.273
C 0.8384 -2.1548 -3.5632 -0.008 -0.069 -0.253
C 0.8042 -0.6385 -3.5317 -0.264 0.048 -0.167
C -0.6434 -0.1589 -3.4033 -0.882 -0.321 -0.201
C -0.9691 1.3127 -3.6375 0.324 0.325 0.080
O -2.1055 1.5661 -2.8099 -0.300 0.076 -0.605
C -2.2594 0.4724 -1.9559 2.182 -1.289 -0.514
O -3.2471 0.4349 -1.2279 0.220 0.183 0.049
N -1.2036 -0.3963 -2.1031 -2.045 0.470 1.123
C 1.1837 -2.8750 -4.7188 -0.117 0.008 0.422
C 1.1581 -4.2748 -4.7155 -0.033 0.112 0.236
H 0.8279 -6.0527 -3.5263 -0.003 0.242 -0.048
H 0.1883 -4.7651 -1.4679 -0.004 0.020 -0.332
H 0.0455 -2.2727 -1.5866 0.201 -0.185 -0.204
H 1.3856 -0.2598 -2.6776 -0.109 -0.006 -0.213
H 1.2216 -0.2407 -4.4617 0.158 -0.018 0.047
H -1.2378 -0.7440 -4.1641 0.439 0.237 0.287
H -0.1398 1.9501 -3.2936 -0.069 0.056 -0.177
H -1.2350 1.5258 -4.6797 0.150 0.155 0.216
H 1.4514 -2.3203 -5.6205 -0.022 -0.217 0.190
H 1.4036 -4.8272 -5.6273 -0.056 0.176 0.346
```
Positions in Å, forces in eV/Å.

---

Record 2
DFT (ωB97M-V with the def2-TZVPD basis set) results for a structure of composition C37H53N7RuSe.

As for the LUMO energy (spin up / spin down): -2.8 / -3.7 eV. The value obtained for the orbital gap (spin up / spin down) is 6.6848 / 5.6473 eV. As for the expectation value of S²: 0.77. As for the HOMO energy (spin up / spin down): -9.5 / -9.3 eV. The charge is +1. As for the spin multiplicity: 2. As for the relative energy (zero: lowest compared OMol25 entry of this formula, charge and spin): 56.2 kcal per mole. As for the total energy: -117581.907 eV.

The geometry in XYZ format:
```
99
Properties=species:S:1:pos:R:3:forces:R:3
Ru -0.2199 0.0254 -0.1696 -0.947 0.179 -0.742
C -1.3213 -1.8895 -3.8031 -0.032 -0.134 0.124
C -0.0819 -2.3631 -3.0321 0.029 0.194 -0.067
C 0.9860 -1.3306 -2.6320 -0.198 -0.312 -0.035
N 0.5409 -0.0786 -2.0372 -0.096 -0.150 -0.320
C 0.5534 1.0506 -2.7625 0.259 0.041 0.210
C 0.7474 1.0313 -4.1521 -0.004 -0.014 -0.276
C 1.0099 2.0217 -5.0909 -0.034 0.129 0.278
C 1.1088 3.3851 -4.9154 0.062 0.051 -0.255
C 0.8715 4.0674 -3.7329 -0.019 -0.292 0.144
C 0.5308 3.5820 -2.4844 0.113 0.335 -0.165
C 0.3562 2.2792 -1.9667 -0.033 -0.102 0.097
N 0.0499 2.0673 -0.6919 -0.752 -1.267 -0.034
C -0.0504 3.1626 0.2582 -0.120 0.107 0.129
C -1.0630 2.9519 1.3784 0.219 -0.178 -0.048
C -0.7828 1.6703 2.1622 -0.165 0.325 0.118
N -1.3007 0.5460 1.4124 -0.076 -0.315 0.215
C -2.6100 0.2595 1.4237 0.026 -0.477 0.045
C -3.4704 0.6819 2.4394 -0.309 0.086 0.176
C -4.8248 0.4421 2.6626 0.263 -0.192 -0.227
C -5.6980 -0.3747 1.9715 -0.300 0.039 0.292
C -5.4394 -1.0808 0.8079 0.467 0.258 -0.270
C -4.3011 -1.0533 0.0147 -0.709 -0.248 0.064
C -3.0605 -0.4245 0.1942 0.472 0.497 -0.217
N -2.1852 -0.3429 -0.8131 1.294 0.387 1.084
C -2.6477 -0.3504 -2.1861 0.068 -0.188 -0.325
C -2.5729 -1.6898 -2.9444 0.092 0.225 -0.046
H -1.5600 -2.6531 -4.5456 0.018 0.046 -0.045
H -1.1200 -0.9699 -4.3554 -0.012 -0.012 -0.041
H 0.4459 -3.1049 -3.6368 0.013 -0.067 0.088
H -0.4245 -2.8879 -2.1384 0.035 -0.076 -0.028
H 1.6361 -1.1369 -3.4855 0.032 0.031 0.070
H 1.6095 -1.8238 -1.8864 0.147 0.038 -0.036
H 0.7208 0.0491 -4.5992 0.047 -0.026 0.072
H 1.1736 1.6595 -6.0990 -0.016 -0.026 -0.011
H 1.3783 3.9762 -5.7814 -0.047 0.008 0.001
H 0.9596 5.1460 -3.7884 -0.008 0.018 0.023
H 0.3904 4.3800 -1.7737 0.118 -0.054 0.045
H -0.3320 4.0963 -0.2251 0.027 -0.054 -0.024
H 0.9417 3.3173 0.7075 -0.001 0.052 -0.031
H -2.0702 2.9048 0.9574 -0.049 0.052 0.078
H -1.0126 3.8147 2.0451 0.010 0.039 -0.051
H -1.1902 1.7402 3.1717 0.066 -0.102 0.006
H 0.2992 1.5601 2.2536 0.061 -0.120 0.126
H -3.0218 1.2921 3.2098 0.056 0.105 -0.105
H -5.2319 0.9447 3.5315 -0.010 -0.042 0.041
H -6.6967 -0.4645 2.3809 0.012 -0.014 -0.011
H -6.2534 -1.6827 0.4231 -0.010 -0.015 -0.011
H -4.3984 -1.6006 -0.9147 0.070 -0.045 0.035
H -2.0528 0.3875 -2.7303 -0.073 0.020 0.020
H -3.6825 0.0043 -2.1987 0.049 0.050 0.063
H -3.4383 -1.7347 -3.6097 -0.040 -0.019 0.056
H -2.6690 -2.5207 -2.2385 -0.073 -0.036 -0.020
N 3.6832 -3.2180 -0.6292 -0.014 -0.005 0.129
C 2.5575 -2.9754 0.2706 0.180 0.069 -0.025
C 1.4376 -3.9953 0.2047 -0.404 0.253 -0.186
C 0.2319 -3.5454 1.0413 0.348 -0.181 0.379
N -0.4980 -2.3659 0.4975 0.083 0.596 -0.535
C 0.6917 -3.2866 2.4810 0.082 0.430 -0.179
C 1.8996 -2.3357 2.5899 -0.054 -0.289 -0.015
N 1.5560 -0.9644 2.1770 -0.083 -0.005 0.090
C 3.0385 -2.8582 1.7103 -0.188 0.336 -0.110
H 3.3895 -3.6535 -1.4964 -0.006 0.033 0.022
H 4.3616 -3.8355 -0.1969 -0.017 -0.012 -0.062
H 3.5968 -0.3349 -0.6406 -0.051 -0.265 0.012
H 2.1079 -2.0137 0.0107 0.107 0.098 -0.028
H 1.7924 -4.9493 0.6041 -0.073 -0.081 -0.054
H 1.1305 -4.1623 -0.8330 0.019 -0.035 -0.014
H -0.4766 -4.3810 1.0530 -0.010 0.039 0.119
H -1.1818 -2.0840 1.1946 -0.065 -0.105 0.006
H -1.0296 -2.6879 -0.3041 -0.175 0.101 0.030
H 0.9945 -4.2419 2.9138 -0.095 -0.017 0.053
H -0.1483 -2.9063 3.0722 0.033 -0.026 0.069
H 2.2350 -2.3409 3.6344 -0.012 -0.085 -0.027
H 2.3980 -0.3954 2.2171 -0.127 0.093 -0.017
H 0.8903 -0.5778 2.8379 0.016 0.064 0.034
H 3.3592 -3.8370 2.0792 0.063 0.000 -0.005
H 3.8938 -2.1785 1.7544 0.023 -0.013 0.043
C 8.5651 3.7723 -0.5256 -0.068 -0.039 -0.038
C 7.2099 3.1234 -0.4636 0.023 -0.018 0.010
C 6.3951 3.2668 0.6521 -0.012 0.041 -0.015
C 5.1511 2.6570 0.7286 -0.066 -0.201 -0.070
C 4.3080 2.8089 1.9660 0.089 -0.029 -0.078
C 4.7256 1.8687 -0.3486 -0.061 0.063 0.171
Se 3.0333 0.9252 -0.1691 0.617 0.267 -0.048
C 5.5015 1.7365 -1.5023 -0.104 0.006 0.016
C 5.0707 0.9542 -2.7155 0.034 0.028 0.050
C 6.7430 2.3637 -1.5259 0.017 0.048 0.022
H 8.7803 4.3209 0.3895 0.028 0.017 -0.012
H 8.6174 4.4658 -1.3661 0.046 0.021 0.021
H 9.3433 3.0213 -0.6686 0.025 0.027 0.007
H 6.7456 3.8555 1.4925 -0.030 0.030 -0.007
H 4.7404 3.5361 2.6512 0.010 0.004 -0.026
H 4.2293 1.8490 2.4814 -0.070 0.036 0.051
H 3.2981 3.1350 1.7095 -0.028 0.018 0.091
H 4.0542 0.5813 -2.6201 0.020 -0.005 -0.084
H 5.7414 0.1082 -2.8762 -0.052 -0.035 -0.023
H 5.1140 1.5861 -3.6041 0.039 -0.006 0.002
H 7.3678 2.2513 -2.4063 -0.030 -0.001 -0.024
```
Positions in Å, forces in eV/Å.

---

Record 3
DFT (ωB97M-V with the def2-TZVPD basis set) results for a structure of composition C12H23CdF3NO2P2.

As for the LUMO energy: -5.6 eV. The value obtained for the orbital gap is 4.2103 eV. As for the HOMO energy: -9.8 eV. The charge is +1. As for the spin multiplicity: 1. As for the relative energy (zero: lowest compared OMol25 entry of this formula, charge and spin): 145.8 kcal per mole. As for the total energy: -49685.470 eV.

The geometry in XYZ format:
```
44
Properties=species:S:1:pos:R:3:forces:R:3
Cd 0.0900 0.5448 1.2463 2.500 -4.216 0.845
P 2.2470 -0.7155 1.1982 1.087 0.588 -0.054
C 2.2565 -1.0170 -0.5066 -0.389 -0.719 -0.397
C 1.0788 -1.3140 -1.2226 0.765 1.057 0.204
N -0.1018 -0.7716 -0.7855 -0.597 0.274 0.116
C -1.2494 -1.0942 -1.3929 -1.135 -1.254 0.217
C -1.3229 -1.9944 -2.4833 -0.963 1.795 1.438
C -0.1087 -2.4344 -3.0183 1.347 0.332 0.334
C 1.1001 -2.0640 -2.4416 -1.140 -0.617 0.493
C -2.5449 -0.5982 -0.6323 1.867 -1.416 -0.604
P -2.2359 1.0743 0.2076 -2.630 -1.857 -0.491
H 2.0604 -2.5104 -2.6958 -0.354 0.221 -0.390
H -2.3162 -2.2725 -2.8570 0.655 0.026 -0.029
H -0.1090 -3.0743 -3.8804 -0.001 -0.238 -0.225
H -3.3177 -0.4887 -1.4299 0.158 0.547 0.943
H -2.8906 -1.3879 0.0983 0.511 0.996 -0.527
H 3.2468 2.7007 -3.8727 0.068 -0.277 -0.477
H 3.1431 -1.3899 -0.9847 0.522 -0.129 0.134
H -0.6649 2.8015 -0.0888 2.180 2.110 1.305
O 3.3265 3.2137 -3.0757 -0.429 0.241 0.568
H 4.2618 3.3479 -2.9354 0.328 0.025 -0.052
H -1.0885 1.5935 1.4357 -3.347 0.859 -1.248
O -0.1713 3.3790 0.6036 -1.407 -1.653 -1.109
H 0.7830 3.2456 0.5180 -0.018 0.134 -0.472
C -2.4108 2.1189 -1.2516 0.435 0.764 0.394
H -3.3811 1.8875 -1.6993 0.077 -0.091 0.187
H -2.4241 3.1547 -0.9084 0.044 0.200 -0.475
H -1.6229 1.9099 -1.9822 -0.034 0.166 0.141
C -3.7654 1.2018 1.1765 0.397 0.692 0.342
H -3.6556 2.1655 1.7072 -0.612 -0.493 0.061
H -4.6188 1.2286 0.4707 0.484 0.002 0.359
H -3.8561 0.3513 1.8834 0.178 0.628 -0.390
C 2.3198 -2.2539 2.2263 -0.452 0.395 -0.127
H 3.1113 -2.9043 1.7527 -0.923 0.538 0.694
H 2.5475 -1.9505 3.2822 -0.143 -0.530 -0.931
H 1.2888 -2.6901 2.1678 1.078 -0.031 0.168
C 3.8080 0.1189 1.6570 0.497 0.627 0.214
H 3.8018 0.3661 2.7376 0.010 -0.359 -0.505
H 4.7019 -0.4993 1.4309 -0.619 0.172 0.153
H 3.9469 1.0864 1.1377 -0.259 -0.561 0.036
F -1.7207 -2.0341 2.6323 0.801 1.203 0.265
C -1.1034 -0.8186 3.0085 0.031 -0.199 -0.718
F -2.1551 -0.0779 3.5055 0.231 -0.190 0.309
F -0.2841 -1.1347 4.0613 -0.798 0.241 -0.698
```
Positions in Å, forces in eV/Å.

---

Record 4
DFT (ωB97M-V with the def2-TZVPD basis set) results for a cluster of 2 separate species, C3H7N2OS in total.

As for the LUMO energy: -3.6 eV. The value obtained for the orbital gap is 10.7414 eV. As for the HOMO energy: -14.4 eV. The charge is +1. As for the spin multiplicity: 1. As for the relative energy (zero: lowest compared OMol25 entry of this formula, charge and spin): 29.5 kcal per mole. As for the total energy: -19080.016 eV.

The geometry in XYZ format:
```
14
Properties=species:S:1:pos:R:3:forces:R:3
C 0.0795 0.0897 -3.3155 -0.056 1.142 -1.750
C -0.1196 -0.2610 0.5164 0.270 0.445 2.869
C -0.8043 -0.7883 1.7385 2.290 2.639 2.046
N -0.6619 -0.3154 -0.6395 -0.046 -0.724 -1.050
N 1.0378 0.3511 0.6767 0.066 -0.791 0.052
O -0.0686 0.8175 -4.1685 0.190 -1.002 1.017
S 1.9004 1.0377 -0.6262 0.298 1.143 1.061
H 1.7407 2.2275 0.0343 0.381 -0.105 -1.103
H -1.8051 -0.8192 1.5588 -2.997 0.043 -0.365
H -0.5188 -1.7697 1.9871 0.741 -1.298 0.136
H -0.6176 -0.1192 2.7003 -0.313 -1.295 -2.147
H -1.5998 -0.7322 -0.6774 0.880 0.188 -0.798
H 0.0478 -0.1674 -1.3987 -1.969 -0.198 -0.058
H 1.3896 0.4489 1.6136 0.266 -0.188 0.090
```
Positions in Å, forces in eV/Å.

---

Record 5
DFT (ωB97M-V with the def2-TZVPD basis set) results for a cluster of 3 separate species, C2H12NO2 in total.

As for the LUMO energy: -3.3 eV. The value obtained for the orbital gap is 11.0478 eV. As for the HOMO energy: -14.4 eV. The charge is +1. As for the spin multiplicity: 1. As for the relative energy (zero: lowest compared OMol25 entry of this formula, charge and spin): 36.0 kcal per mole. As for the total energy: -7846.584 eV.

The geometry in XYZ format:
```
17
Properties=species:S:1:pos:R:3:forces:R:3
C -1.1503 0.2815 0.8805 1.078 0.250 0.514
N -0.7971 -0.2727 -0.4739 -0.289 -0.769 0.918
C 0.6141 -0.1335 -0.9696 0.511 2.011 -0.749
H -2.2105 0.5226 0.8781 0.124 -0.095 0.279
H -0.8588 -0.4958 1.5817 -0.499 -0.027 0.227
H -0.5165 1.1411 1.1855 -0.555 -0.292 -0.726
H -1.4822 0.0756 -1.1511 0.661 0.228 -0.142
H -1.0465 -1.2784 -0.4525 0.445 0.448 -0.199
H 1.1146 -1.0622 -1.1691 -0.528 -0.234 -0.603
H 1.3912 0.3821 -0.3964 -1.086 0.128 1.324
H 0.4909 0.6001 -1.7827 0.521 -1.096 -0.424
H 1.9099 2.8479 2.3841 0.346 0.050 0.858
H 2.0091 2.4627 3.9451 0.510 0.352 -0.141
O 1.4996 2.4046 3.1391 -0.886 -0.425 -0.807
H -0.9578 -2.6683 -2.9707 0.051 -0.072 -0.028
H 0.3950 -2.6621 -2.2489 0.039 -0.233 -0.221
O -0.4046 -2.1452 -2.3793 -0.443 -0.225 -0.078
```
Positions in Å, forces in eV/Å.

---

Record 6
DFT (ωB97M-V with the def2-TZVPD basis set) results for the molecule C4H5IN2O.

As for the LUMO energy (spin up / spin down): -0.3 / -0.3 eV. The value obtained for the orbital gap (spin up / spin down) is 6.7626 / 6.7538 eV. As for the HOMO energy (spin up / spin down): -7.1 / -7.1 eV. The charge is 0. As for the spin multiplicity: 1. As for the relative energy (zero: lowest compared OMol25 entry of this formula, charge and spin): 127.8 kcal per mole. As for the total energy: -17351.118 eV.

The geometry in XYZ format:
```
13
Properties=species:S:1:pos:R:3:forces:R:3
C -0.1033 -2.3088 -0.5200 0.080 1.224 1.435
C -0.1405 -0.3729 -1.5873 0.391 0.332 2.186
C 0.0537 -1.6481 0.6057 0.273 3.384 -1.715
C 0.1158 2.1144 0.8468 0.506 2.738 1.898
N 0.0390 0.1504 -0.4104 -0.567 -0.600 0.065
N 0.3246 1.4103 -0.3136 1.300 -1.580 -1.479
O -0.1621 -1.6939 -1.6782 0.113 -0.640 -1.638
I -0.2777 -1.8075 2.5471 -0.022 -0.220 0.748
H -0.1295 -3.3181 -0.5918 -0.347 -3.043 -0.224
H -0.0686 0.1959 -2.4520 -0.264 0.685 -1.412
H 0.6866 1.7501 1.7127 -0.679 -0.581 0.246
H 0.5926 3.1562 0.8180 -0.473 -1.256 -0.757
H -0.9306 2.3720 1.0232 -0.310 -0.441 0.648
```
Positions in Å, forces in eV/Å.

---

The highest relative energy (zero: lowest compared OMol25 entry of this formula, charge and spin) belongs to which entry? C12H23CdF3NO2P2

---

What is the charge in the fourth record? +1

---

What is the charge in the sixth record? 0